Below is a cluster of 5 separate species, C33H73BFN5O12 in total in a non-equilibrium geometry, with properties calculated with the ωB97M-V functional and the def2-TZVPD basis.

Each atom is followed by the atoms it is bonded to, with distances in Å.
Geometry (Å):
1 C 0.6033 -5.0524 1.8800  C2 1.326, H29 1.076, H30 1.077
2 C 1.6153 -5.8866 1.6841  C1 1.326, C3 1.500, H31 1.079
3 C 2.9387 -5.5010 1.0932  C2 1.500, O4 1.150, O5 1.353
4 O 3.8278 -5.4260 1.8192  C3 1.150
5 O 3.1333 -5.3003 -0.2305  C3 1.353, C6 1.433
6 C 2.1706 -4.4234 -0.8274  O5 1.433, C7 1.514, H32 1.087, H33 1.087
7 C 2.8000 -3.5843 -1.9191  C6 1.514, C8 1.529, H34 1.086, H35 1.081
8 C 3.2532 -2.2201 -1.3992  C7 1.529, C9 1.526, H36 1.087, H37 1.085
9 C 4.1989 -2.4382 -0.2214  C8 1.526, C10 1.530, H38 1.087, H39 1.080
10 C 4.9685 -1.1861 0.2049  C9 1.530, C11 1.529, H40 1.090, H41 1.081
11 C 4.1063 0.0193 0.5796  C10 1.529, C12 1.548, H42 1.083, H43 1.086
12 C 3.4967 0.0105 2.0021  C11 1.548, O13 1.391, C16 1.586, C24 1.525
13 O 2.5910 -1.0430 1.9413  C12 1.391, C14 1.429
14 C 1.8286 -1.3008 3.1227  O13 1.429, C15 1.540, H44 1.082, H45 1.080
15 C 2.3242 -2.5470 3.8795  C14 1.540, H46 1.082, H47 1.079, H48 1.083
16 C 2.9175 1.4857 2.0599  C12 1.586, O17 1.386, O21 1.424, H49 1.093
17 O 1.6348 1.7040 2.5365  C16 1.386, B18 1.381
18 B 0.6277 1.6374 1.5933  O17 1.381, O19 1.382, O20 1.351
19 O 0.4321 2.6245 0.6466  B18 1.382, H50 0.965
20 O -0.2229 0.5905 1.6722  B18 1.351, H51 0.975
21 O 3.9441 2.2967 2.6228  C16 1.424, C22 1.364
22 C 5.0544 1.5265 2.8069  O21 1.364, O23 1.137, C24 1.541
23 O 6.1352 1.8731 2.7359  C22 1.137
24 C 4.4616 0.1524 3.1749  C12 1.525, C22 1.541, N25 1.467, C26 1.548
25 N 3.8771 0.4505 4.4872  C24 1.467, H52 1.004, H53 1.007
26 C 5.6475 -0.8299 3.3332  C24 1.548, C27 1.515, F28 1.377, H54 1.085
27 C 6.4277 -0.7391 4.6285  C26 1.515, H55 1.080, H56 1.083, H57 1.077
28 F 5.2886 -2.1429 3.1239  C26 1.377
29 H 0.2590 -4.4291 1.0736  C1 1.076
30 H 0.1234 -5.0524 2.8437  C1 1.077
31 H 1.5112 -6.9288 1.9430  C2 1.079
32 H 1.3775 -5.0325 -1.2544  C6 1.087
33 H 1.7013 -3.7510 -0.1134  C6 1.087
34 H 3.7104 -4.1092 -2.1935  C7 1.086
35 H 2.1508 -3.5084 -2.7796  C7 1.081
36 H 2.3810 -1.6985 -1.0126  C8 1.087
37 H 3.7797 -1.6538 -2.1600  C8 1.085
38 H 4.9429 -3.1731 -0.5164  C9 1.087
39 H 3.7173 -2.8411 0.6577  C9 1.080
40 H 5.5554 -0.8912 -0.6649  C10 1.090
41 H 5.6913 -1.4860 0.9505  C10 1.081
42 H 3.2437 0.0073 -0.0751  C11 1.083
43 H 4.6370 0.9410 0.3590  C11 1.086
44 H 0.8330 -1.5511 2.7807  C14 1.082
45 H 1.7060 -0.4465 3.7713  C14 1.080
46 H 2.8813 -2.2970 4.7724  C15 1.082
47 H 2.9240 -3.1299 3.1979  C15 1.079
48 H 1.4672 -3.1651 4.1158  C15 1.083
49 H 2.8918 1.8738 1.0384  C16 1.093
50 H 0.7689 2.3597 -0.2177  O19 0.965
51 H -0.9584 0.7883 1.0637  O20 0.975
52 H 4.3696 1.1626 4.9959  N25 1.004
53 H 3.7009 -0.3720 5.0406  N25 1.007
54 H 6.3555 -0.5933 2.5463  C26 1.085
55 H 6.1052 -1.4881 5.3373  C27 1.080
56 H 7.4558 -0.9818 4.3894  C27 1.083
57 H 6.4514 0.2507 5.0528  C27 1.077
58 C -1.6980 -1.8006 -0.1911  C59 1.528, H64 1.089, H65 1.092, H66 1.093
59 C -2.6204 -1.3784 0.9516  C58 1.528, C60 1.539, N63 1.467, H67 1.095
60 C -3.8577 -2.2803 1.1113  C59 1.539, O61 1.420, H68 1.094, H69 1.098
61 O -4.8854 -2.0551 0.1582  C60 1.420, C62 1.419
62 C -4.7086 -2.6848 -1.1007  O61 1.419, H70 1.094, H71 1.091, H72 1.091
63 N -3.0001 0.0273 0.7706  C59 1.467, H73 1.016, H74 1.018
64 H -2.0966 -1.5326 -1.1687  C58 1.089
65 H -0.7279 -1.3098 -0.0938  C58 1.092
66 H -1.5254 -2.8799 -0.1794  C58 1.093
67 H -2.0422 -1.4573 1.8777  C59 1.095
68 H -4.3127 -2.0580 2.0808  C60 1.094
69 H -3.5759 -3.3415 1.1315  C60 1.098
70 H -4.2154 -3.6569 -1.0074  C62 1.094
71 H -4.1438 -2.0443 -1.7793  C62 1.091
72 H -5.6960 -2.8394 -1.5378  C62 1.091
73 H -3.5295 0.3414 1.5784  N63 1.016
74 H -3.6768 0.0618 0.0109  N63 1.018
75 C -4.4954 3.4159 0.0097  C76 1.520, H81 1.090, H82 1.092, H83 1.092
76 C -5.2741 2.7127 1.1101  C75 1.520, C77 1.536, N80 1.469, H84 1.095
77 C -6.5345 3.4652 1.5616  C76 1.536, O78 1.414, H85 1.094, H86 1.098
78 O -6.2864 4.5791 2.3964  C77 1.414, C79 1.417
79 C -5.9306 5.7708 1.7168  O78 1.417, H87 1.093, H88 1.092, H89 1.090
80 N -4.3573 2.4531 2.2277  C76 1.469, H90 1.018, H91 1.017
81 H -3.9152 4.2572 0.3891  C75 1.090
82 H -3.7856 2.7194 -0.4404  C75 1.092
83 H -5.1520 3.7816 -0.7827  C75 1.092
84 H -5.6052 1.7492 0.7080  C76 1.095
85 H -7.1371 2.7798 2.1641  C77 1.094
86 H -7.1538 3.7572 0.7034  C77 1.098
87 H -6.4479 5.8630 0.7581  C79 1.093
88 H -4.8504 5.8284 1.5650  C79 1.092
89 H -6.2203 6.6106 2.3482  C79 1.090
90 H -4.8444 1.8946 2.9252  N80 1.018
91 H -4.1971 3.3396 2.6998  N80 1.017
92 C -0.7271 -3.5562 -6.1333  C93 1.525, H98 1.090, H99 1.090, H100 1.092
93 C -1.4809 -4.2608 -5.0098  C92 1.525, C94 1.533, N97 1.464, H101 1.094
94 C -2.7328 -3.5106 -4.5394  C93 1.533, O95 1.417, H102 1.094, H103 1.098
95 O -2.4666 -2.3919 -3.7118  C94 1.417, C96 1.418
96 C -2.1293 -1.2026 -4.4057  O95 1.418, H104 1.093, H105 1.092, H106 1.091
97 N -0.5580 -4.5127 -3.9021  C93 1.464, H107 1.017, H108 1.018
98 H -0.1544 -2.7008 -5.7747  C92 1.090
99 H -0.0190 -4.2422 -6.5981  C92 1.090
100 H -1.4122 -3.2081 -6.9089  C92 1.092
101 H -1.8127 -5.2273 -5.3999  C93 1.094
102 H -3.3207 -4.1961 -3.9216  C94 1.094
103 H -3.3719 -3.2224 -5.3838  C94 1.098
104 H -2.6697 -1.1153 -5.3518  C96 1.093
105 H -1.0529 -1.1439 -4.5818  C96 1.092
106 H -2.4041 -0.3592 -3.7707  C96 1.091
107 H -1.0336 -5.0712 -3.1974  N97 1.017
108 H -0.3933 -3.6222 -3.4366  N97 1.018
109 C -0.7280 7.7401 -1.5694  C110 1.525, H115 1.090, H116 1.090, H117 1.092
110 C -1.0736 6.2792 -1.3010  C109 1.525, C111 1.531, N114 1.466, H118 1.094
111 C 0.0649 5.2906 -1.5675  C110 1.531, O112 1.418, H119 1.092, H120 1.098
112 O 0.3043 4.9938 -2.9328  C111 1.418, C113 1.416
113 C 1.1209 5.9291 -3.6129  O112 1.416, H121 1.094, H122 1.093, H123 1.090
114 N -2.2677 5.9057 -2.0643  C110 1.466, H124 1.017, H125 1.017
115 H -0.7064 7.9714 -2.6345  C109 1.090
116 H -1.4745 8.3922 -1.1161  C109 1.090
117 H 0.2436 7.9987 -1.1432  C109 1.092
118 H -1.3164 6.1940 -0.2376  C110 1.094
119 H -0.2348 4.3476 -1.1060  C111 1.092
120 H 0.9961 5.6008 -1.0758  C111 1.098
121 H 1.8925 6.3463 -2.9599  C113 1.094
122 H 0.5201 6.7341 -4.0429  C113 1.093
123 H 1.6096 5.4067 -4.4356  C113 1.090
124 H -2.5159 4.9623 -1.7760  N114 1.017
125 H -2.0122 5.8087 -3.0435  N114 1.017

For the frontier orbital gap, the calculation gives 9.26 eV. For the lowest unoccupied orbital energy, the calculation gives 0.185 eV.